Molecular formula: C30H31N11O2STi
Method: DFT, wB97M-V/def2-TZVPD

Each line ends with the Mulliken charge.
Atoms and positions in Å:
Ti  0.400  0.160  -0.308  -1.560
C  -2.865  -2.595  0.542  -2.033
C  -2.022  -1.390  0.272  0.961
N  -0.678  -1.429  0.244  1.288
N  -0.035  -2.614  0.504  -0.656
C  1.213  -2.553  1.002  0.557
N  1.868  -3.709  1.168  -0.401
S  1.890  -1.054  1.421  -0.428
C  -2.498  -0.114  -0.054  0.450
C  -3.846  0.306  0.104  -1.105
C  -4.205  1.574  -0.222  -0.790
C  -3.227  2.469  -0.728  -0.946
C  -1.946  2.047  -0.837  -0.573
N  -1.539  0.780  -0.499  0.952
H  -2.703  -2.998  1.547  0.400
H  -3.921  -2.365  0.451  0.456
H  -2.660  -3.399  -0.176  0.420
H  -0.550  -3.482  0.445  0.324
H  1.432  -4.607  1.044  0.185
H  2.772  -3.679  1.609  0.254
H  -4.577  -0.380  0.508  0.404
H  -5.226  1.904  -0.084  0.455
H  -3.489  3.480  -1.006  0.556
H  -1.170  2.710  -1.196  0.593
N  0.318  1.488  1.306  0.012
C  0.497  2.409  1.972  0.492
C  0.720  3.559  2.804  0.243
C  1.443  3.443  3.989  -0.397
C  1.693  4.580  4.736  -0.638
C  1.234  5.816  4.300  -0.362
C  0.503  5.925  3.123  -0.670
C  0.236  4.796  2.370  -0.383
H  1.799  2.474  4.317  0.491
H  2.246  4.501  5.662  0.415
H  1.445  6.702  4.884  0.413
H  0.136  6.889  2.797  0.414
H  -0.349  4.858  1.461  0.466
N  3.123  2.102  -4.239  -0.486
N  2.650  2.214  -2.955  1.031
N  3.198  3.011  -2.058  -1.121
C  2.411  2.793  -1.014  -0.304
N  1.449  1.900  -1.292  -0.390
N  1.619  1.561  -2.567  0.222
H  4.070  2.456  -4.272  0.328
H  3.010  1.141  -4.543  0.228
H  2.540  3.283  -0.063  0.506
C  1.489  -0.360  -6.490  -0.973
O  1.360  -0.702  -5.095  -0.090
C  0.133  -0.478  -4.539  1.270
C  -0.621  0.655  -4.814  -0.687
C  -1.855  0.839  -4.211  -0.952
C  -2.359  -0.111  -3.330  -1.020
C  -1.618  -1.245  -3.062  -0.460
C  -0.382  -1.432  -3.663  -0.155
N  0.271  -2.702  -3.502  0.189
C  1.533  -2.999  -3.411  -0.889
C  2.618  -2.269  -2.862  0.967
C  3.906  -2.732  -3.221  -0.857
C  5.038  -2.110  -2.768  -1.088
C  4.896  -1.030  -1.887  -0.833
C  3.650  -0.602  -1.472  -0.406
C  2.480  -1.206  -1.949  0.549
O  1.288  -0.867  -1.505  1.459
H  2.413  -0.819  -6.830  0.274
H  1.549  0.720  -6.630  0.373
H  0.647  -0.753  -7.058  0.364
H  -0.243  1.393  -5.508  0.335
H  -2.430  1.728  -4.436  0.490
H  -3.331  0.020  -2.875  0.551
H  -2.012  -2.015  -2.409  0.613
H  -0.323  -3.483  -3.756  0.391
H  1.769  -4.000  -3.766  0.577
H  3.985  -3.583  -3.889  0.449
H  6.018  -2.455  -3.067  0.458
H  5.779  -0.537  -1.498  0.526
H  3.563  0.190  -0.742  0.303

The relative energy (zero: lowest compared OMol25 entry of this formula, charge and spin) comes out at 1.011 eV. As for the HOMO-LUMO gap (spin up / spin down): 4.88 / 4.84 eV. The LUMO energy (spin up / spin down) comes out at -0.224 / -0.224 Ha. The total charge is +2. Its total energy is -3161.7822 hartree.


Molecular formula: H34O17
Method: DFT, wB97M-V/def2-TZVPD

Each line ends with the Mulliken charge.
Atoms and positions in Å:
O  3.663  -0.369  0.580  -0.688
H  4.032  -0.257  1.484  0.383
H  3.045  0.301  0.724  0.172
O  4.053  3.440  -1.868  -0.640
H  3.952  3.241  -1.024  0.301
H  3.470  3.916  -2.391  0.309
O  4.961  -2.543  1.639  -0.608
H  5.265  -2.249  0.821  0.300
H  4.148  -2.188  1.789  0.325
O  1.309  0.455  1.702  -0.656
H  0.554  0.574  1.299  0.191
H  1.750  1.079  2.109  0.601
O  -1.965  0.069  0.416  -0.901
H  -1.966  -0.373  1.246  -0.039
H  -1.604  -0.642  -0.129  0.520
O  0.286  2.992  2.775  -0.874
H  -0.711  2.902  2.600  0.393
H  0.261  2.083  3.091  0.261
O  1.939  1.525  -2.123  -0.836
H  1.882  2.369  -1.563  0.297
H  0.895  1.353  -2.408  0.343
O  -3.055  2.770  -2.653  -0.621
H  -2.647  3.288  -3.352  0.323
H  -2.611  1.998  -2.647  0.390
O  2.592  2.195  2.963  -0.743
H  1.912  2.116  3.614  0.345
H  3.470  2.406  3.242  0.296
O  -1.833  -2.842  -2.479  -0.481
H  -1.250  -3.407  -2.047  0.291
H  -1.477  -2.376  -3.212  0.237
O  -4.668  -0.789  3.317  -0.874
H  -4.959  -0.085  2.688  0.348
H  -3.780  -0.708  3.501  0.334
O  2.781  -4.146  -1.217  -0.664
H  2.951  -3.593  -0.471  0.346
H  3.645  -4.113  -1.696  0.303
O  -2.804  2.591  0.785  -0.649
H  -2.930  2.869  -0.137  0.411
H  -2.486  1.764  0.547  0.372
O  -2.084  0.329  -2.558  -0.516
H  -2.326  -0.314  -3.186  0.190
H  -2.621  0.081  -1.741  0.299
O  -4.428  -1.806  -1.072  -0.529
H  -4.660  -1.486  -1.840  0.261
H  -3.885  -2.413  -1.436  0.253
O  -2.200  -3.865  3.261  -0.881
H  -2.334  -3.066  2.748  0.311
H  -1.909  -3.470  4.208  0.390
O  1.030  -0.540  -3.308  -0.632
H  1.641  -1.213  -3.576  0.295
H  1.708  0.146  -3.015  0.443

The spin multiplicity is 2. The relative energy (zero: lowest compared OMol25 entry of this formula, charge and spin) comes out at 5.576 eV. As for the HOMO-LUMO gap (spin up / spin down): 2.56 / 10.36 eV. The LUMO energy (spin up / spin down) comes out at 0.087 / 0.078 Ha. The total charge is -1. Its total energy is -1299.2649 hartree.


Molecular formula: C4H9N2O
Method: DFT, wB97M-V/def2-TZVPD

Each line ends with the Mulliken charge.
Atoms and positions in Å:
C  -0.370  -0.972  -1.580  -0.263
C  -1.026  0.009  -0.694  -0.507
C  0.987  -0.507  -1.017  -0.413
C  0.395  1.229  2.125  0.044
N  0.223  0.044  2.443  -0.297
N  0.347  0.671  -0.464  0.038
O  -0.916  0.990  2.262  -0.319
H  -0.667  -1.978  -1.369  0.285
H  -0.403  -0.759  -2.696  0.271
H  -1.814  0.606  -1.129  0.378
H  -1.334  -0.406  0.179  0.264
H  1.176  -1.297  -0.118  0.184
H  1.889  -0.391  -1.594  0.415
H  1.021  2.159  2.319  0.331
H  0.105  -0.963  2.108  0.305
H  0.389  1.564  -0.775  0.284

The spin multiplicity is 3. The relative energy (zero: lowest compared OMol25 entry of this formula, charge and spin) comes out at 5.857 eV. As for the HOMO-LUMO gap (spin up / spin down): 7.56 / 5.63 eV. The LUMO energy (spin up / spin down) comes out at -0.116 / -0.295 Ha. The total charge is +1. Its total energy is -341.9473 hartree.